9 unconnected molecules or ions with the total composition C36H54O27, computed with wB97M-V/def2-TZVPD.

```
117
Properties=species:S:1:pos:R:3:forces:R:3
C 11.989 -25.669 -4.493 -0.05 -0.13 -0.51
C 13.436 -25.625 -4.960 -0.52 -0.21 0.34
C 14.489 -26.194 -3.992 -0.32 1.26 -0.18
O 15.170 -27.177 -4.740 0.50 -0.61 -0.39
C 14.656 -27.291 -5.982 -1.02 0.24 0.76
O 14.988 -28.054 -6.824 0.63 -0.30 -0.31
O 13.585 -26.478 -6.109 0.06 0.21 -0.26
H 11.703 -26.609 -4.021 0.27 -0.11 0.00
H 11.393 -25.574 -5.404 -0.19 0.14 0.14
H 11.714 -24.861 -3.816 0.32 -0.11 -0.13
H 13.677 -24.614 -5.290 0.14 0.00 0.07
H 14.024 -26.604 -3.097 0.18 -0.20 -0.02
H 15.185 -25.390 -3.748 0.08 -0.27 0.29
C 6.474 -26.349 1.780 -1.18 0.68 -0.80
C 7.670 -25.504 1.370 0.10 -1.39 0.95
C 7.867 -24.161 2.056 0.22 0.31 0.23
O 9.206 -24.207 2.595 -0.16 -0.14 -0.15
C 9.597 -25.504 2.655 0.24 0.47 -0.16
O 10.539 -25.902 3.271 -0.19 0.06 -0.15
O 8.784 -26.253 1.909 0.41 -0.61 -0.30
H 6.440 -26.600 2.837 0.24 0.07 0.02
H 6.404 -27.247 1.166 0.42 -0.17 0.22
H 5.539 -25.833 1.522 0.08 0.21 0.22
H 7.746 -25.509 0.282 0.27 0.40 0.06
H 7.229 -24.013 2.928 -0.39 0.02 -0.28
H 7.786 -23.329 1.365 0.05 0.10 0.14
C 14.467 -20.511 -6.412 0.68 -0.19 -0.28
C 15.105 -21.493 -7.404 -0.93 1.30 0.72
C 16.629 -21.347 -7.544 -0.64 -0.41 -1.11
O 17.077 -22.671 -7.269 0.88 0.14 -0.19
C 16.081 -23.442 -6.787 0.02 1.06 0.43
O 16.238 -24.459 -6.212 0.04 -0.99 -0.01
O 14.906 -22.813 -6.946 -0.14 -0.75 0.33
H 13.396 -20.689 -6.344 -0.03 0.20 -0.01
H 14.707 -19.498 -6.746 -0.37 0.08 -0.11
H 14.922 -20.600 -5.423 -0.07 -0.24 0.04
H 14.539 -21.444 -8.334 0.42 0.28 -0.27
H 17.160 -20.625 -6.925 -0.37 -0.12 0.49
H 16.832 -21.055 -8.577 0.38 -0.35 -0.01
C 16.416 -21.510 -2.655 -1.18 0.54 -0.43
C 16.472 -22.708 -1.735 0.01 0.62 0.04
C 16.286 -22.350 -0.247 0.53 -0.60 0.30
O 15.142 -23.087 0.167 -0.13 0.30 0.09
C 14.537 -23.634 -0.897 -0.61 0.32 0.46
O 13.461 -24.136 -0.863 0.03 -0.33 -0.23
O 15.274 -23.460 -1.999 0.77 -0.38 -0.80
H 17.261 -20.824 -2.685 0.17 -0.19 0.49
H 15.502 -20.983 -2.354 0.25 0.40 -0.01
H 16.202 -21.776 -3.693 0.27 -0.48 0.06
H 17.395 -23.261 -1.911 -0.38 -0.57 0.01
H 16.127 -21.282 -0.096 -0.03 -0.04 0.08
H 17.083 -22.740 0.386 0.28 0.45 -0.15
C 15.520 -15.944 -5.168 0.19 1.10 -0.96
C 15.775 -17.239 -4.475 -1.06 -0.43 0.29
C 16.390 -17.156 -3.097 0.20 1.01 0.27
O 15.506 -17.836 -2.223 0.18 -0.91 0.25
C 14.465 -18.330 -2.910 -0.62 1.07 -0.14
O 13.565 -18.962 -2.455 0.33 -0.30 0.08
O 14.484 -17.839 -4.170 0.43 -0.69 -0.56
H 14.935 -15.188 -4.639 0.08 -0.40 0.62
H 14.973 -16.054 -6.108 0.17 -0.42 -0.02
H 16.466 -15.458 -5.424 0.03 -0.11 0.01
H 16.383 -17.915 -5.082 -0.43 -0.08 -0.26
H 16.383 -16.110 -2.780 0.56 -0.15 0.15
H 17.371 -17.627 -3.084 0.04 0.23 0.34
C 11.407 -25.872 -9.131 -0.66 -0.61 0.09
C 12.371 -24.780 -8.765 -0.41 1.32 0.73
C 12.539 -23.683 -9.846 0.34 -2.06 -0.76
O 12.313 -22.455 -9.200 0.31 0.51 -1.02
C 11.675 -22.673 -8.039 0.89 -0.72 0.59
O 11.214 -21.816 -7.361 -0.31 0.49 0.21
O 11.788 -23.957 -7.703 -1.15 -0.25 0.30
H 11.742 -26.576 -9.895 0.55 0.15 0.10
H 10.459 -25.497 -9.525 0.11 0.42 0.13
H 11.153 -26.458 -8.247 0.18 -0.02 0.02
H 13.251 -25.122 -8.221 0.37 -0.36 -0.88
H 11.818 -23.870 -10.645 -0.40 0.36 0.21
H 13.488 -23.809 -10.370 0.36 0.81 0.47
C 5.946 -22.033 -1.033 -0.32 -0.20 -0.87
C 6.033 -20.883 -0.034 0.17 -2.02 -0.56
C 4.744 -20.075 0.102 0.00 -0.31 -0.46
O 4.430 -20.166 1.495 -0.06 0.98 -0.36
C 5.263 -21.024 2.103 0.23 0.10 0.94
O 5.220 -21.289 3.265 -0.14 -0.10 -0.27
O 6.165 -21.508 1.246 0.09 0.05 0.32
H 6.159 -21.705 -2.054 0.10 0.10 0.08
H 4.959 -22.502 -1.083 -0.16 0.31 0.30
H 6.617 -22.864 -0.819 0.39 0.36 0.19
H 6.977 -20.361 -0.205 -0.36 0.53 0.02
H 3.887 -20.517 -0.410 0.27 -0.18 -0.24
H 4.888 -19.084 -0.331 -0.21 0.35 0.84
C 11.467 -17.895 -4.785 0.06 0.92 0.43
C 9.959 -17.947 -4.973 0.63 -0.21 -0.30
C 9.543 -17.672 -6.414 -0.29 -0.21 -0.40
O 8.596 -18.709 -6.708 0.09 0.41 -0.28
C 8.722 -19.694 -5.807 -0.94 -0.01 0.47
O 8.114 -20.716 -5.837 0.35 -0.06 -0.04
O 9.507 -19.296 -4.784 0.36 -0.38 -0.02
H 11.706 -18.177 -3.761 0.23 -0.58 -0.21
H 11.912 -16.895 -4.857 -0.65 0.28 -0.07
H 12.021 -18.422 -5.560 -0.23 -0.66 0.28
H 9.414 -17.385 -4.212 0.14 0.42 -0.23
H 10.362 -17.814 -7.122 0.20 0.17 0.19
H 9.087 -16.700 -6.592 -0.10 -0.05 0.11
C 11.692 -21.645 -4.028 -0.69 1.48 -0.68
C 11.387 -21.956 -2.581 -0.03 0.02 -1.04
C 10.222 -21.216 -1.885 1.23 0.84 -1.61
O 9.362 -22.254 -1.469 -0.55 0.60 0.42
C 9.797 -23.445 -1.921 0.73 -1.19 1.59
O 9.368 -24.498 -1.534 -0.47 0.67 -0.76
O 10.889 -23.312 -2.669 0.16 0.36 0.63
H 10.769 -21.523 -4.602 -0.13 -0.78 0.06
H 12.314 -22.416 -4.475 0.05 -0.02 0.04
H 12.104 -20.651 -4.230 0.61 -0.15 0.61
H 12.303 -21.861 -1.996 -0.11 -0.69 0.24
H 9.763 -20.529 -2.602 -0.52 -0.42 -0.05
H 10.634 -20.547 -1.128 -0.41 -0.63 0.76
```
Positions in Å, forces in eV/Å.

Properties
LUMO energy	-0.380	eV
gap between HOMO and LUMO	9.60	eV



A molecular structure, C36H55Cl22F6N2O3, computed with wB97M-V/def2-TZVPD.

```
124
Properties=species:S:1:pos:R:3:forces:R:3
C 4.469 -2.826 1.865 -7.50 1.36 -5.83
C 3.223 -2.756 1.215 8.62 -0.07 2.16
C 1.780 -2.853 0.438 0.80 -0.08 0.38
C 1.839 -2.291 -1.136 -0.36 -1.12 0.16
C 0.749 -1.099 -1.412 -0.20 -0.12 0.05
C 1.333 0.422 -1.247 2.35 2.17 0.25
C 2.969 0.726 -1.074 -2.39 4.73 0.17
C 3.392 2.338 -0.920 -5.02 -3.73 0.28
C 2.073 3.368 -0.928 -0.68 -3.03 0.14
N 0.654 2.942 -1.090 5.73 0.72 0.77
N 0.409 1.613 -1.246 1.42 -3.80 -0.17
C -1.081 1.254 -1.459 -3.18 -2.05 -5.81
O -1.567 0.777 -2.620 3.92 3.41 8.35
C -2.219 1.499 -0.264 0.63 2.78 1.05
F -1.628 1.865 1.044 -1.64 -1.26 -4.36
F -2.990 2.715 -0.721 2.22 -4.02 1.45
C -3.227 0.225 -0.044 -0.78 -2.04 2.46
F -2.690 -1.078 -0.554 -1.43 4.43 1.40
F -3.404 0.036 1.444 0.67 0.70 -5.02
C -4.738 0.424 -0.663 -2.43 0.05 -1.57
F -5.548 1.470 0.023 3.11 -3.04 -2.36
F -4.636 0.694 -2.146 -0.06 -0.30 4.67
C -5.643 -0.978 -0.561 -1.61 -6.16 3.39
O -5.551 -1.862 0.435 0.13 6.38 -6.30
O -6.641 -1.291 -1.635 3.83 1.36 2.36
H 5.510 -2.755 2.399 -2.75 -0.21 -1.35
H 0.993 -2.259 1.081 1.68 -1.03 -1.25
H 1.387 -3.980 0.416 1.22 2.49 0.21
H 1.481 -3.223 -1.791 0.75 2.24 1.29
H 2.933 -2.062 -1.482 -2.20 -0.29 0.76
H 0.302 -1.287 -2.500 0.93 0.93 2.27
H -0.136 -1.257 -0.631 1.80 0.54 -1.70
H 3.796 -0.101 -1.085 -2.04 1.64 0.05
H 4.501 2.702 -0.812 -2.44 -0.75 -0.18
H 2.356 4.522 -0.823 -1.31 -2.79 -0.22
H -6.563 -2.270 -1.841 -0.30 1.11 0.76
Cl -1.908 -1.294 -7.911 0.01 -0.03 0.08
C -2.858 -1.170 -6.410 -0.09 0.00 0.16
C -2.020 -0.686 -5.237 -0.45 0.36 -0.14
Cl -0.816 -1.895 -4.728 0.12 -0.11 -0.01
H -3.306 -2.148 -6.209 0.19 0.17 -0.03
H -3.667 -0.460 -6.606 0.19 -0.05 0.11
H -2.663 -0.497 -4.373 0.06 -0.11 -0.21
H -1.489 0.241 -5.477 -0.07 -0.28 -0.01
Cl 2.592 -3.776 3.189 -1.34 -0.80 2.80
C 1.642 -3.652 4.690 -0.56 -0.62 0.47
C 2.480 -3.168 5.863 -0.31 0.23 -0.13
Cl 3.684 -4.377 6.372 0.13 0.02 -0.20
H 1.194 -4.630 4.891 0.08 0.20 0.16
H 0.833 -2.942 4.494 0.16 -0.02 0.08
H 1.837 -2.979 6.727 0.07 -0.13 -0.14
H 3.011 -2.240 5.623 -0.03 -0.26 -0.03
Cl 3.628 6.976 -2.579 -0.02 -0.11 0.15
C 3.796 6.137 -4.142 0.02 -0.17 -0.22
C 2.891 4.918 -4.239 -0.06 0.71 -0.56
Cl 3.405 3.611 -3.143 0.34 0.40 -1.46
H 4.849 5.869 -4.273 -0.19 -0.02 0.10
H 3.529 6.860 -4.918 -0.05 -0.32 0.26
H 2.924 4.511 -5.253 0.07 0.06 0.16
H 1.851 5.168 -4.005 0.25 -0.07 0.07
Cl -6.528 5.793 -4.382 0.06 0.01 -0.02
C -6.035 4.083 -4.463 0.04 -0.29 0.04
C -4.728 3.826 -3.728 -0.29 -0.18 0.16
Cl -3.337 4.576 -4.550 0.07 0.03 0.00
H -5.968 3.798 -5.517 0.07 0.15 0.22
H -6.840 3.500 -4.003 0.19 0.09 0.00
H -4.530 2.751 -3.687 -0.10 0.17 -0.06
H -4.761 4.206 -2.702 -0.02 0.01 -0.28
Cl 8.020 3.620 -3.398 -0.08 -0.03 0.04
C 7.810 2.165 -4.404 -0.01 -0.20 -0.14
C 6.351 1.752 -4.519 0.25 0.15 -0.49
Cl 5.701 1.143 -2.977 0.11 -0.13 0.08
H 8.423 1.365 -3.977 -0.19 0.18 -0.02
H 8.207 2.406 -5.395 -0.18 -0.04 0.14
H 6.251 0.941 -5.246 0.07 0.09 0.17
H 5.721 2.585 -4.847 0.14 -0.13 0.21
Cl -8.662 10.971 -1.277 -0.03 -0.02 -0.02
C -8.462 9.352 -1.993 0.09 -0.25 -0.11
C -8.454 9.393 -3.513 0.25 -0.08 0.10
Cl -10.049 9.818 -4.182 0.02 0.03 0.02
H -9.262 8.711 -1.610 0.10 0.21 -0.15
H -7.508 8.961 -1.627 -0.12 0.08 -0.14
H -8.198 8.406 -3.910 -0.07 0.10 0.14
H -7.723 10.113 -3.893 -0.22 -0.09 0.16
Cl 3.222 -4.855 9.691 -0.10 0.03 0.11
C 1.708 -5.055 10.607 -0.24 0.00 0.20
C 0.483 -5.026 9.706 0.09 -0.44 0.20
Cl 0.198 -3.411 9.011 0.01 0.06 -0.07
H 1.666 -4.271 11.370 0.00 -0.10 -0.23
H 1.772 -6.021 11.116 -0.10 0.12 -0.15
H -0.410 -5.283 10.284 0.17 0.10 -0.01
H 0.572 -5.740 8.881 0.08 0.29 0.24
Cl 0.510 -6.825 6.610 -0.13 0.00 -0.15
C 1.572 -8.246 6.444 0.35 -0.36 -0.02
C 2.684 -8.017 5.433 0.17 0.00 0.34
Cl 2.066 -7.912 3.766 -0.06 0.08 -0.02
H 0.950 -9.105 6.172 0.08 0.27 -0.03
H 2.002 -8.436 7.432 0.02 0.10 -0.19
H 3.387 -8.855 5.457 -0.20 0.07 0.05
H 3.241 -7.099 5.647 -0.24 -0.16 -0.06
Cl 5.726 -7.310 9.016 0.02 -0.08 -0.05
C 5.761 -7.219 10.795 0.06 0.06 0.33
C 6.787 -8.165 11.398 0.07 0.28 0.03
Cl 6.326 -9.874 11.197 0.00 0.00 -0.04
H 4.753 -7.428 11.165 0.23 -0.04 -0.13
H 6.011 -6.186 11.053 0.01 -0.19 -0.05
H 6.871 -7.985 12.474 -0.10 0.01 -0.17
H 7.776 -8.026 10.951 -0.29 -0.05 0.01
Cl 3.577 7.948 -7.009 -0.08 0.08 -0.27
C 5.197 8.642 -6.747 0.39 0.21 0.00
C 6.220 8.097 -7.731 -0.07 0.34 -0.07
Cl 6.583 6.377 -7.442 -0.06 -0.07 0.04
H 5.489 8.443 -5.711 -0.05 -0.05 -0.22
H 5.101 9.724 -6.873 0.02 -0.21 -0.05
H 7.164 8.641 -7.626 -0.19 -0.07 0.08
H 5.880 8.202 -8.767 0.00 -0.09 0.28
Cl -11.024 -4.988 -0.866 0.08 0.03 -0.01
C -10.284 -3.393 -0.579 0.08 0.17 0.05
C -9.676 -2.806 -1.843 -0.43 0.38 0.23
Cl -8.238 -3.709 -2.379 0.01 -0.38 -0.18
H -9.538 -3.502 0.214 -0.10 -0.02 -0.23
H -11.079 -2.738 -0.210 0.15 -0.05 -0.17
H -9.353 -1.777 -1.657 0.00 -0.19 0.04
H -10.396 -2.793 -2.668 0.21 -0.16 0.18
```
Positions in Å, forces in eV/Å.

Properties
total charge	+1
LUMO energy	-5.304	eV
gap between HOMO and LUMO	4.75	eV



no.,M (g/mol)
1,918.8
2,1457.8